Record 1
85
Properties=species:S:1:pos:R:3 method="wB97M-V/def2-TZVPD" total_charge=+1 energy_ha=-3476.332392 homo_lumo_gap_ev="5.00 / 3.43" relative_energy_kj_mol=101.52 lumo_energy_ev="-4.252 / -5.875" homo_energy_ev="-9.25 / -9.31"
Pb -1.3625 0.0905 0.6030
O -2.5486 2.7004 2.2999
C -1.8697 2.6071 1.3501
C -1.3041 3.6347 0.4808
C -1.8942 4.9064 0.5265
C -1.4063 5.9175 -0.2737
C -0.3319 5.6745 -1.1230
C 0.2544 4.4208 -1.1702
C -0.2309 3.3876 -0.3771
P 0.6587 1.7791 -0.3283
C 2.2503 2.4178 0.2860
C 3.3264 2.7304 -0.5372
C 4.4268 3.3836 -0.0002
C 4.4475 3.7351 1.3413
C 3.3781 3.4069 2.1641
C 2.2832 2.7401 1.6424
C 0.8210 1.3771 -2.0890
C -0.2399 1.6706 -2.9462
C -0.2224 1.2098 -4.2538
C 0.8445 0.4501 -4.7099
C 1.8963 0.1477 -3.8569
C 1.8805 0.5942 -2.5466
H -2.7259 5.0790 1.1968
H -1.8563 6.9000 -0.2315
H 0.0627 6.4730 -1.7374
H 1.1008 4.2363 -1.8193
H 3.3089 2.4831 -1.5901
H 5.2648 3.6317 -0.6384
H 5.3007 4.2615 1.7480
H 3.3991 3.6721 3.2130
H 1.4499 2.4705 2.2834
H -1.0725 2.2700 -2.5968
H -1.0463 1.4462 -4.9155
H 0.8525 0.0861 -5.7290
H 2.7241 -0.4527 -4.2101
H 2.6841 0.3215 -1.8735
C 2.0792 -2.4178 6.1752
C 1.8424 -1.7676 4.8393
C 2.8995 -1.4644 3.9936
C 2.6512 -0.9131 2.7405
C 3.7925 -0.6243 1.8009
C 1.3465 -0.6369 2.3772
C 0.2308 -0.9124 3.2012
C 0.5369 -1.4987 4.4456
N -1.0310 -0.6157 2.7269
C -2.2722 -1.0410 3.4149
C -2.3516 -2.5749 3.5412
C -2.4583 -0.3221 4.7620
C -3.4838 -0.6295 2.5694
H 3.1373 -2.4306 6.4304
H 1.7223 -3.4497 6.1583
H 1.5351 -1.8978 6.9645
H 3.9187 -1.6727 4.2984
H 4.6504 -1.2537 2.0321
H 4.1063 0.4176 1.8897
H 3.5017 -0.7990 0.7633
H 1.1647 -0.2318 1.3867
H -0.2371 -1.7593 5.1458
H -1.6381 -2.9888 4.2451
H -2.1507 -3.0242 2.5657
H -3.3521 -2.8704 3.8632
H -1.6592 -0.5070 5.4706
H -3.3954 -0.6465 5.2183
H -2.5118 0.7547 4.5915
H -3.5285 -1.1926 1.6296
H -3.4855 0.4482 2.3739
H -4.4010 -0.8599 3.1100
S -4.1382 -4.8117 -2.7912
C -2.7904 -3.9517 -2.4430
S -2.2723 -3.5085 -0.8331
C -0.9118 -2.6276 -1.5456
N -0.8920 -2.6913 -2.8521
N -1.8848 -3.4210 -3.3404
C -1.9878 -3.5251 -4.7652
C -1.9945 -2.3518 -5.5055
C -2.0973 -2.4243 -6.8837
C -2.1849 -3.6596 -7.5098
C -2.1569 -4.8255 -6.7582
C -2.0615 -4.7662 -5.3780
S 0.2469 -1.8258 -0.6143
H -1.9189 -1.4007 -4.9938
H -2.1134 -1.5150 -7.4696
H -2.2703 -3.7145 -8.5867
H -2.2011 -5.7877 -7.2495
H -2.0340 -5.6704 -4.7871



Record 2
92
Properties=species:S:1:pos:R:3 method="wB97M-V/def2-TZVPD" total_charge=+3 energy_ha=-8375.108254 spin_multiplicity=2 s_squared=0.8085 homo_lumo_gap_ev="3.95 / 3.92" relative_energy_kj_mol=513.05 lumo_energy_ev="-10.632 / -10.479" homo_energy_ev="-14.58 / -14.40"
Ir 0.3236 -0.2070 0.1624
C 5.1242 -1.7019 3.1909
C 3.7154 -2.1128 3.2586
N 3.1872 -2.9347 4.0994
N 1.8800 -3.0015 3.8208
C 1.5512 -2.2102 2.7874
S 0.0252 -1.9944 2.1260
N 2.7277 -1.6251 2.4096
N 2.8596 -0.7421 1.3443
H 5.6869 -2.2150 3.9668
H 5.2121 -0.6240 3.3393
H 5.5622 -1.9606 2.2274
H 1.2818 -3.6139 4.3600
H 3.4054 -1.1681 0.5917
H 3.3451 0.1006 1.6529
Br 1.9441 3.1119 -3.8317
C 2.0339 3.4317 -1.9805
C 2.5849 4.6027 -1.4865
C 2.6892 4.8258 -0.1227
Br 3.5342 6.4039 0.4865
C 2.1805 3.8660 0.8098
C 2.2015 4.0237 2.2063
C 1.6622 3.0426 3.0091
C 1.1536 1.8840 2.4231
N 1.1409 1.7042 1.1152
C 1.6073 2.6716 0.3076
C 1.5112 2.4139 -1.1220
O 1.0079 1.3487 -1.5491
H 2.9556 5.3474 -2.1773
H 2.6335 4.9143 2.6389
H 1.6403 3.1599 4.0793
H 0.7567 1.0879 3.0376
C -0.2507 -2.7500 -2.1799
C -1.1557 -1.7077 -2.8121
P -1.7030 -0.2941 -1.7136
C -2.3355 0.7318 -3.0862
C -1.5259 1.6919 -3.6800
C -1.9219 2.3093 -4.8557
C -3.1333 1.9685 -5.4438
C -3.9516 1.0244 -4.8423
C -3.5630 0.3997 -3.6716
C -3.1769 -0.7854 -0.7841
C -4.2443 0.1100 -0.6834
C -5.3840 -0.2461 0.0112
C -5.4587 -1.4782 0.6482
C -4.3678 -2.3372 0.6162
C -3.2252 -1.9871 -0.0776
P 1.1999 -1.9641 -1.3481
C 2.1241 -3.4163 -0.7478
C 1.4761 -4.3492 0.0626
C 2.1351 -5.4931 0.4746
C 3.4586 -5.7029 0.1168
C 4.1162 -4.7625 -0.6591
C 3.4604 -3.6217 -1.0902
C 2.2547 -1.2829 -2.6583
C 2.1444 -1.7052 -3.9801
C 3.0598 -1.2653 -4.9197
C 4.0745 -0.3890 -4.5678
C 4.1686 0.0670 -3.2619
C 3.2669 -0.3792 -2.3126
H 0.1300 -3.4458 -2.9371
H -0.7957 -3.3428 -1.4406
H -2.0597 -2.1689 -3.2198
H -0.6243 -1.2145 -3.6328
H -0.5869 1.9431 -3.2133
H -1.2928 3.0583 -5.3093
H -3.4404 2.4457 -6.3601
H -4.8965 0.7638 -5.2946
H -4.1977 -0.3557 -3.2313
H -4.1804 1.0805 -1.1549
H -6.2122 0.4428 0.0756
H -6.3530 -1.7584 1.1853
H -4.4080 -3.2744 1.1482
H -2.3656 -2.6399 -0.0642
H 0.4491 -4.1906 0.3619
H 1.6154 -6.2310 1.0660
H 3.9690 -6.5980 0.4368
H 5.1410 -4.9306 -0.9501
H 3.9757 -2.9195 -1.7291
H 1.3653 -2.3894 -4.2824
H 2.9912 -1.6259 -5.9322
H 4.7876 -0.0621 -5.3084
H 4.9550 0.7562 -2.9929
H 3.3487 -0.0271 -1.2906
N -2.5549 0.1082 2.9616
C -2.4624 0.9647 1.9322
N -3.2943 2.0163 1.9175
O -1.6328 0.8295 1.0122
H -3.2478 0.2111 3.6820
H -2.0122 -0.7392 2.9573
H -3.9917 2.1874 2.6201
H -3.2162 2.6845 1.1688